A single C8H15NO molecule. Source: OMol25; level of theory: ωB97M-V/def2-TZVPD.

Relative energy (zero: lowest compared OMol25 entry of this formula, charge and spin)   98.19 kcal/mol
Spin multiplicity   1
E_HOMO   -8.93 eV
SMILES   C=C(C)C(C)(C)C/C=N\O
LUMO level   0.0315 Eh

CARTESIAN COORDINATES (ANGSTROEM)
C1 -0.325 -1.227 1.517
C2 0.193 -0.941 0.308
C3 0.163 -2.000 -0.753
C4 0.802 0.493 0.094
C5 1.744 0.682 -1.083
C6 1.366 1.147 1.417
C7 -0.540 1.331 -0.222
C8 -1.334 0.477 -1.139
N1 -2.428 -0.111 -0.865
O1 -2.924 -0.002 0.356
H1 -0.474 -0.484 2.274
H2 -0.855 -2.136 1.700
H3 0.871 -1.906 -1.569
H4 -0.803 -2.056 -1.256
H5 0.366 -2.921 -0.325
H6 2.836 0.771 -0.863
H7 1.338 1.676 -1.534
H8 1.598 -0.159 -1.801
H9 1.745 2.059 1.036
H10 2.134 0.619 2.038
H11 0.565 1.411 2.107
H12 -0.313 2.415 -0.459
H13 -1.069 1.355 0.749
H14 -0.883 0.045 -2.076
H15 -3.772 -0.538 0.350